(1)
C3H12N2O3 | ωB97M-V/def2-TZVPD

Its strongest force on any atom is 2.0 eV Å⁻¹. The calculation puts the energy at -12427.3423 eV.

The geometry in ORCA input format:
```
! wB97M-V def2-TZVPD RIJCOSX def2/J DEFGRID3
* xyz 0 1
N -2.15044 1.12704 -0.56635
C -1.81774 -0.30920 -0.29730
N -0.60074 -0.47180 0.55770
C -0.04894 0.72512 1.16971
C 1.13391 0.23087 2.04479
O 1.78115 -0.74518 1.78060
H -2.80197 1.52535 0.10641
H -2.56925 1.33359 -1.45843
H -1.73810 -0.74013 -1.28745
H -2.56568 -0.81055 0.33486
H 0.13176 -0.94791 -0.00337
H 0.29844 1.50466 0.43362
H -0.71220 1.21239 1.88085
H 1.24543 0.81121 2.98950
O 2.25107 -1.70290 -1.09727
H 2.27801 -2.66609 -1.03026
H 2.07648 -1.41677 -0.17211
O 1.38707 0.83049 -1.79669
H 1.93229 0.02656 -1.81499
H 0.48943 0.48328 -1.77381
*
```

(2)
C3H12N2O3 | ωB97M-V/def2-TZVPD

Its strongest force on any atom is 2.9 eV Å⁻¹. The calculation puts the energy at -12427.6320 eV.

The geometry in ORCA input format:
```
! wB97M-V def2-TZVPD RIJCOSX def2/J DEFGRID3
* xyz 0 1
C 1.59073 -0.62350 -2.02280
N 0.74597 0.56838 -1.95979
C 0.35489 0.73158 -0.55874
C -0.94734 1.56594 -0.56963
N -2.21955 0.98843 -0.35931
O -0.91957 2.76571 -0.71871
H 0.93353 -1.46972 -1.64097
H 2.46177 -0.63863 -1.38052
H 1.74225 -0.80652 -3.07416
H 1.34271 1.39659 -2.31645
H 1.19892 1.21032 0.09869
H 0.14041 -0.25107 -0.08570
H -2.36166 -0.00330 -0.49290
H -3.08560 1.46696 -0.40391
O -1.41260 -0.35552 2.99186
H -1.28495 0.50513 3.35689
H -2.10839 -0.69082 3.57441
O 1.56888 -2.19682 2.02790
H 1.49912 -2.21853 1.01936
H 0.76050 -1.94462 2.51448
*
```

(3)
C3H12N2OS | ωB97M-V/def2-TZVPD

Its strongest force on any atom is 1.3 eV Å⁻¹. The calculation puts the energy at -19168.3356 eV.

The geometry in ORCA input format:
```
! wB97M-V def2-TZVPD RIJCOSX def2/J DEFGRID3
* xyz 0 1
N 2.48032 0.18679 -0.42657
C 1.27483 0.92792 -0.83422
C 0.04127 0.14684 -0.40868
N 0.01163 -1.15183 -1.12927
C -1.20333 0.97660 -0.68510
S -2.75813 0.26841 -0.00355
H 3.28485 0.77202 -0.61909
H 2.59099 -0.61543 -1.03810
H 1.26386 1.89666 -0.33243
H 1.25485 1.10461 -1.91984
H 0.16933 -0.08260 0.63181
H -0.71782 -1.16194 -1.83087
H -0.16528 -1.92198 -0.50043
H -1.10661 1.91291 -0.12541
H -1.24987 1.19788 -1.75023
H -2.22855 -0.93786 0.23064
O 2.52184 -1.23961 3.05075
H 1.92373 -1.03372 3.77170
H 1.99866 -1.52161 2.29183
*
```

(4)
C3H12N2S | ωB97M-V/def2-TZVPD

Its strongest force on any atom is 4.5 eV Å⁻¹. The calculation puts the energy at -17119.0880 eV.

The geometry in ORCA input format:
```
! wB97M-V def2-TZVPD RIJCOSX def2/J DEFGRID3
* xyz 0 1
C -1.84957 -0.24242 -1.03558
C -2.04567 1.07398 -0.30154
S -3.74229 1.30580 0.48113
H -2.37562 -1.27905 -1.01084
H -0.87405 -0.72334 -0.76850
H -1.69018 -0.27402 -2.14311
H -1.48798 1.17009 0.63795
H -1.89703 1.95272 -1.00593
H -4.40025 1.21855 -0.72941
N 2.41044 0.91631 0.61787
C 2.34440 -0.45572 1.10362
N 2.17161 -1.64923 0.17307
H 3.20173 1.01748 -0.00372
H 1.56431 1.08669 -0.04117
H 3.39156 -0.44569 1.50425
H 1.63802 -0.57911 1.85692
H 2.39659 -2.48593 0.84243
H 1.24397 -1.60709 -0.17743
*
```

(5)
C3H12N2S2 | ωB97M-V/def2-TZVPD

Its strongest force on any atom is 1.2 eV Å⁻¹. The calculation puts the energy at -27956.0940 eV.

The geometry in ORCA input format:
```
! wB97M-V def2-TZVPD RIJCOSX def2/J DEFGRID3
* xyz 0 1
C 1.53862 -2.61177 -0.30258
S 1.55850 -1.02546 0.62596
S 3.19174 -0.08307 -0.20919
C 2.37144 1.09570 -1.33855
H 0.52831 -2.72425 -0.69056
H 2.28941 -2.59077 -1.08472
H 1.76791 -3.44379 0.36057
H 2.32700 2.06903 -0.86395
H 2.96427 1.15224 -2.25427
H 1.41801 0.67395 -1.64338
N -1.32424 0.89118 -0.05494
C -2.68112 0.65163 0.46517
N -2.91642 0.86230 1.86887
H -1.12530 1.87601 -0.12645
H -0.63020 0.50552 0.58230
H -3.33942 1.23427 -0.18191
H -2.90170 -0.38639 0.21287
H -2.51104 0.12646 2.42846
H -2.52578 1.72721 2.20630
*
```

(6)
C3H12N2Si | ωB97M-V/def2-TZVPD

Its strongest force on any atom is 6.3 eV Å⁻¹. The calculation puts the energy at -14163.5500 eV.

The geometry in ORCA input format:
```
! wB97M-V def2-TZVPD RIJCOSX def2/J DEFGRID3
* xyz 0 1
C 2.94203 0.14675 -0.02233
C 1.39151 0.37426 -0.19047
C 0.35861 -0.72189 0.09526
Si -1.58198 -0.03874 -0.35823
N -1.87319 1.33163 0.61324
N -2.67839 -1.30447 0.08090
H 3.38729 0.94366 -0.47165
H 2.97116 0.18625 1.11798
H 3.31190 -0.67484 -0.48029
H 1.02512 1.21840 0.44494
H 1.20848 0.58488 -1.13980
H 0.36383 -0.86690 1.22850
H 0.58325 -1.60289 -0.47754
H -1.24421 0.21746 -1.73917
H -1.20685 1.98019 0.26973
H -2.89477 1.71500 0.69615
H -2.37198 -2.27393 0.27031
H -3.69181 -1.21483 0.06247
*
```

Which formula does entry 3 have? C3H12N2OS

Which value of energy does entry 3 give? -19168.3356 eV